{
  "formula": "C44H39AsCrN3OS",
  "method": "wB97M-V/def2-TZVPD",
  "species": ["Cr", "C", "C", "C", "C", "C", "C", "C", "C", "S", "C", "N", "C", "C", "C", "C", "C", "C", "C", "C", "H", "H", "H", "H", "H", "H", "H", "H", "H", "H", "H", "H", "H", "H", "H", "H", "N", "C", "C", "C", "C", "C", "C", "C", "C", "N", "C", "H", "H", "H", "H", "H", "H", "H", "H", "O", "As", "C", "C", "C", "C", "C", "C", "C", "C", "C", "C", "C", "C", "C", "C", "C", "C", "C", "C", "H", "H", "H", "H", "H", "H", "H", "H", "H", "H", "H", "H", "H", "H", "H"],
  "xyz": [[-0.011959, -0.362739, -0.241405], [-1.975370, -3.519466, -4.649672], [-0.627252, -3.921703, -5.248308], [-0.588969, -3.454548, -6.710543], [-0.515265, -5.451797, -5.196302], [0.549304, -3.301248, -4.496870], [1.862887, -3.600692, -4.904278], [2.963624, -3.049020, -4.285904], [2.756687, -2.183767, -3.217001], [3.920078, -1.321130, -2.261571], [2.642542, -0.619268, -1.345052], [1.428201, -1.004603, -1.696107], [1.470046, -1.880685, -2.776120], [0.370209, -2.435916, -3.432795], [2.834321, 0.304588, -0.236206], [4.152848, 0.621113, 0.347910], [4.274890, 1.318376, 1.480596], [3.097648, 1.952660, 2.170034], [1.755535, 1.458436, 1.582150], [1.673157, 0.714345, 0.306373], [-2.777754, -3.997125, -5.212674], [-2.138154, -2.440522, -4.702057], [-2.067998, -3.841481, -3.608976], [-1.411037, -3.905038, -7.269689], [0.343589, -3.740078, -7.197760], [-0.684591, -2.369132, -6.774247], [-1.363094, -5.904512, -5.713323], [-0.513488, -5.808234, -4.164340], [0.394973, -5.808924, -5.677888], [2.023356, -4.274469, -5.735185], [3.962441, -3.284725, -4.628186], [-0.625188, -2.160016, -3.123099], [5.049002, 0.247567, -0.136998], [5.261264, 1.512641, 1.885243], [3.235196, 3.036247, 2.179461], [0.990176, 2.236522, 1.657584], [-1.671912, -1.725060, -0.781935], [-2.859446, -1.320562, -0.106285], [-3.625511, -2.129714, 0.670941], [-4.791895, -1.614431, 1.290718], [-5.154288, -0.310521, 1.133630], [-4.350631, 0.557875, 0.348106], [-4.627904, 1.929220, 0.158345], [-3.774045, 2.691373, -0.587848], [-2.623724, 2.089545, -1.137216], [-2.334863, 0.819007, -0.988018], [-3.200170, 0.050828, -0.275505], [-1.531094, -2.723070, -0.879440], [-1.691586, -1.311648, -1.705475], [-3.361211, -3.172081, 0.801908], [-5.403892, -2.278943, 1.886302], [-6.045881, 0.078938, 1.608745], [-5.509711, 2.363121, 0.614323], [-3.955787, 3.744138, -0.753455], [-1.923257, 2.682926, -1.714297], [-0.919154, 0.091248, 1.508708], [-0.293239, 0.341114, 3.049195], [-1.012840, 1.995013, 3.667654], [-1.610032, 2.850723, 2.749524], [-2.114371, 4.067760, 3.185422], [-2.015816, 4.420300, 4.524624], [-1.420828, 3.559219, 5.438140], [-0.917502, 2.339738, 5.011903], [-0.866229, -1.015168, 4.261801], [-2.197006, -1.416923, 4.183230], [-2.673018, -2.366283, 5.072390], [-1.824838, -2.904007, 6.033122], [-0.502305, -2.494505, 6.111843], [-0.013971, -1.545116, 5.223896], [1.628620, 0.477077, 2.792813], [2.166592, -0.909479, 2.585361], [3.195310, -1.381268, 3.287384], [3.883290, -0.581042, 4.306477], [3.605127, 0.711746, 4.461050], [2.625602, 1.390318, 3.563500], [-1.689685, 2.551003, 1.711068], [-2.584081, 4.741478, 2.480668], [-2.408294, 5.371017, 4.860614], [-1.354404, 3.835825, 6.481821], [-0.467059, 1.658682, 5.725762], [-2.852368, -0.993942, 3.431107], [-3.706989, -2.682181, 5.021861], [-2.200370, -3.643450, 6.728222], [0.152056, -2.913093, 6.864803], [1.019243, -1.225334, 5.282948], [1.667202, -1.551392, 1.866986], [3.531394, -2.396477, 3.116356], [4.617936, -1.067283, 4.935087], [4.104326, 1.302202, 5.219846], [2.099381, 2.191458, 4.086332]],
  "forces_ev_per_angstrom": [[0.279, 0.387, 0.127], [-0.001, 0.014, -0.002], [0.016, 0.003, -0.015], [-0.004, -0.005, 0.010], [-0.003, -0.001, 0.007], [-0.004, 0.018, 0.009], [0.022, 0.007, 0.005], [-0.016, -0.035, -0.027], [0.008, 0.008, 0.016], [0.013, 0.025, -0.018], [0.009, -0.011, 0.003], [-0.033, -0.071, -0.086], [0.036, 0.030, 0.019], [-0.010, -0.013, -0.006], [0.103, -0.022, -0.012], [-0.028, 0.019, 0.029], [-0.031, -0.022, -0.072], [0.017, 0.002, 0.011], [0.097, -0.023, -0.083], [-0.187, 0.036, 0.048], [0.001, -0.002, 0.003], [0.004, 0.001, 0.005], [-0.003, -0.007, -0.003], [0.000, 0.002, 0.002], [-0.010, 0.000, -0.006], [0.004, -0.002, -0.004], [0.003, -0.002, -0.002], [-0.002, -0.002, -0.003], [0.003, 0.003, 0.008], [-0.007, 0.003, -0.001], [0.001, 0.005, 0.006], [-0.001, -0.012, -0.014], [-0.011, -0.007, -0.001], [-0.004, -0.006, 0.006], [0.000, 0.006, -0.005], [0.013, 0.020, 0.001], [0.136, 0.078, -0.007], [-0.080, -0.039, -0.130], [-0.086, -0.065, -0.060], [0.040, -0.024, 0.019], [0.032, 0.040, 0.026], [-0.073, -0.032, 0.006], [0.014, 0.039, 0.016], [0.014, -0.004, 0.016], [-0.013, -0.015, -0.015], [0.032, 0.002, -0.093], [0.122, -0.035, 0.207], [-0.174, -0.030, 0.212], [-0.101, -0.070, -0.316], [0.001, 0.002, 0.012], [0.010, 0.002, 0.007], [-0.002, -0.002, -0.024], [-0.003, -0.006, -0.012], [-0.006, -0.005, -0.009], [0.018, 0.002, 0.015], [-0.076, -0.241, 0.123], [-0.031, 0.085, 0.114], [0.044, 0.035, -0.006], [-0.011, 0.000, 0.029], [0.001, -0.009, -0.002], [0.001, 0.000, -0.003], [-0.002, 0.003, 0.003], [-0.010, 0.019, -0.017], [-0.032, -0.030, -0.068], [0.016, -0.049, 0.012], [-0.007, -0.003, 0.003], [-0.028, -0.002, 0.004], [0.041, 0.019, 0.008], [-0.038, 0.049, -0.028], [0.003, -0.063, 0.052], [-0.059, 0.001, 0.038], [0.013, 0.006, 0.040], [-0.021, -0.043, -0.026], [-0.017, 0.023, 0.007], [0.006, -0.004, -0.061], [0.004, 0.002, -0.009], [-0.003, -0.001, 0.000], [-0.001, -0.002, 0.003], [0.000, 0.003, -0.002], [0.001, 0.000, 0.004], [-0.008, 0.010, -0.027], [0.009, -0.008, 0.003], [0.003, 0.000, -0.004], [-0.001, -0.002, -0.003], [0.039, -0.003, -0.014], [0.001, 0.012, -0.006], [0.004, 0.006, 0.015], [-0.001, -0.003, -0.001], [0.008, -0.002, -0.006], [-0.003, 0.009, 0.002]],
  "orbital_gap_ev": [7.35, 7.54],
  "multiplicity": 5,
  "lumo_ha": [-0.089, -0.090],
  "homo_energy_ev": [-9.761, -9.975],
  "charge": 1,
  "largest_force_ev_per_a": 0.49,
  "de_lowest_kcal_mol": 49.75
}